[1]
# C16H29AsBF2N4SV

A structure of composition C16H29AsBF2N4SV (ωB97M-V/def2-TZVPD, the Open Molecules 2025 dataset).

CARTESIAN COORDINATES (ANGSTROEM)
V (-0.52376, 0.31957, 0.19459)
N (3.03391, 2.43136, 2.89216)
C (2.32732, 2.16041, 1.57406)
C (3.27131, 1.40329, 0.66110)
C (2.64149, 1.14955, -0.71057)
N (1.60533, 0.10335, -0.62457)
C (2.07250, 2.43807, -1.30777)
C (1.18310, 3.24441, -0.36129)
N (-0.10096, 2.55504, -0.14810)
C (1.88468, 3.48083, 0.97649)
H (3.37721, 1.56282, 3.30908)
H (2.39457, 2.86293, 3.56408)
H (3.83331, 3.05614, 2.76136)
H (1.46226, 1.54747, 1.83406)
H (3.57121, 0.45207, 1.11293)
H (4.18275, 1.99366, 0.51096)
H (3.44782, 0.80581, -1.36414)
H (1.98344, -0.74498, -0.20961)
H (1.36453, -0.17665, -1.57255)
H (1.51451, 2.20068, -2.21682)
H (2.90644, 3.07241, -1.61830)
H (1.00943, 4.22510, -0.81192)
H (-0.61435, 2.56399, -1.03285)
H (-0.68045, 3.06526, 0.51436)
H (1.21794, 4.01630, 1.65978)
H (2.75732, 4.12092, 0.80282)
S (-1.82590, 0.61631, -1.99470)
C (-2.41206, 0.86233, -0.46607)
N (-2.55350, 0.93855, 0.71936)
F (-1.53610, -2.74028, 0.18205)
B (-0.55226, -1.86416, -0.06470)
F (0.55170, -2.49034, -0.57405)
C (0.01149, 0.86775, 4.11111)
As (-0.20664, -0.36214, 2.58926)
C (-1.85908, -1.21161, 3.14199)
C (1.17400, -1.68592, 3.08697)
C (1.05952, -2.24791, 4.46888)
C (1.72547, -1.66277, 5.54272)
C (1.58778, -2.16416, 6.82882)
C (0.77761, -3.26637, 7.05911)
C (0.11702, -3.86542, 5.99556)
C (0.25713, -3.36075, 4.71176)
H (-0.32884, 0.40808, 5.03840)
H (-0.55678, 1.78164, 3.93433)
H (1.06884, 1.10628, 4.25918)
H (-1.76635, -1.58159, 4.16119)
H (-2.08827, -2.02385, 2.45656)
H (-2.64181, -0.45952, 3.06577)
H (2.13749, -1.18156, 2.94885)
H (1.12224, -2.46973, 2.32905)
H (2.37675, -0.81117, 5.37041)
H (2.11919, -1.70070, 7.64979)
H (0.66952, -3.66280, 8.05960)
H (-0.50665, -4.73316, 6.16485)
H (-0.25787, -3.83897, 3.88630)

Summary:
**Energy above the lowest of the compared OMol25 structures with the same formula, charge and spin**: 0.048 eV
**E_HOMO (spin up / spin down)**: -9.7 / -9.1 eV
**Spin multiplicity**: 2
**Expectation value of S²**: 0.7590
**Net charge**: +1

These are the Mulliken partial charges, in e, on atoms 1 to 6: V 0.016; N 0.028; C 1.880; C -1.406; C 0.084; N -0.616

---

[2]
# C16H29BCaF6N4O3

A structure of composition C16H29BCaF6N4O3 (ωB97M-V/def2-TZVPD, the Open Molecules 2025 dataset).

CARTESIAN COORDINATES (ANGSTROEM)
Ca (0.60245, 0.98813, 0.63648)
C (-3.41056, -0.04772, -0.61468)
C (-2.34214, -0.82408, 0.11323)
C (-1.68860, -1.87639, -0.53051)
C (-2.09838, -2.24594, -1.93650)
C (-0.70373, -2.60519, 0.14576)
C (0.03714, -3.73750, -0.52397)
C (-0.39926, -2.30104, 1.47668)
C (0.56176, -3.19480, 2.21949)
C (-1.02756, -1.21969, 2.11888)
C (-0.62183, -0.86692, 3.53336)
C (-2.02840, -0.49917, 1.44386)
C (-2.85882, 0.55890, 2.13190)
H (-4.38203, -0.54923, -0.54655)
H (-3.17194, 0.07225, -1.66972)
H (-3.52628, 0.94796, -0.19794)
H (-1.87471, -3.28340, -2.17103)
H (-1.60211, -1.61266, -2.68021)
H (-3.16901, -2.11393, -2.07960)
H (1.07798, -3.75972, -0.20502)
H (0.02955, -3.65303, -1.60910)
H (-0.40419, -4.70724, -0.27370)
H (0.31996, -4.24135, 2.02563)
H (0.50963, -3.04703, 3.29373)
H (1.59483, -3.04334, 1.90258)
H (-1.10765, -1.51609, 4.26677)
H (-0.86512, 0.16087, 3.78264)
H (0.45443, -0.97728, 3.66558)
H (-2.70610, 1.54838, 1.69795)
H (-2.64644, 0.63992, 3.19174)
H (-3.91707, 0.31257, 2.02159)
C (4.32905, 2.57756, -1.42213)
O (3.90454, 1.40826, -2.15020)
C (2.66939, 1.00824, -1.88793)
O (1.86365, 1.64426, -1.24463)
N (2.41203, -0.18709, -2.47972)
N (1.19149, -0.79978, -2.15797)
H (5.35748, 2.73913, -1.72603)
H (4.26145, 2.39071, -0.35368)
H (3.70586, 3.42730, -1.69214)
H (3.22832, -0.76364, -2.62966)
H (1.34078, -1.44477, -1.38250)
H (0.86739, -1.30910, -2.97007)
N (-1.12103, 3.80832, -1.61347)
C (-0.92402, 2.48491, -1.73575)
N (-0.64988, 1.94807, -2.95399)
O (-1.04023, 1.73299, -0.75316)
H (-0.85369, 4.45100, -2.33701)
H (-1.14046, 4.15301, -0.66074)
H (-0.33082, 2.54763, -3.69578)
H (-0.23071, 1.03036, -2.89271)
F (3.65023, 0.13077, 0.56904)
C (2.52497, -0.64673, 0.98185)
F (2.60118, -1.78091, 0.07650)
H (2.88940, -1.10449, 1.91090)
F (-0.38938, 2.20899, 2.45444)
B (0.16330, 3.51039, 2.14571)
F (-0.74113, 4.19743, 1.34397)
F (1.31410, 3.15115, 1.35174)
F (0.51092, 4.17978, 3.27588)

Summary:
**Energy above the lowest of the compared OMol25 structures with the same formula, charge and spin**: 0.327 eV
**E_HOMO**: -8.0 eV

These are the Mulliken partial charges, in e, on atoms 1 to 6: Ca 2.173; C -2.783; C 1.863; C 1.074; C -2.443; C 0.894

---

[3]
# C16H29BaNO8

A structure of composition C16H29BaNO8 at a distorted geometry (ωB97M-V/def2-TZVPD, the Open Molecules 2025 dataset).

CARTESIAN COORDINATES (ANGSTROEM)
Ba (0.21907, 0.20169, -0.78924)
C (-1.80193, 2.74369, 2.60476)
C (-1.80193, 4.10269, 2.82676)
C (-1.79793, 5.01369, 1.60776)
O (-2.21693, 6.14369, 1.69176)
C (-1.13293, 4.55969, 0.41276)
C (-0.67593, 3.22469, 0.47176)
C (-1.30593, 2.16469, 1.42676)
O (-1.42093, 1.00269, 1.08576)
O (0.05407, 2.73069, -0.38624)
O (-1.86193, 4.60569, 3.90676)
H (-1.86793, 1.99869, 3.40776)
H (-1.06093, 5.06769, -0.52024)
C (0.54407, -0.97831, -4.05024)
O (1.34007, -0.66131, -3.00624)
C (2.75607, -0.88231, -3.10724)
C (3.54207, -0.14231, -2.04424)
N (3.06907, -0.42231, -0.75724)
C (3.43107, 0.53669, 0.22176)
C (2.75107, 0.06669, 1.55076)
O (1.53007, -0.07431, 1.55076)
C (0.78807, -0.02131, 2.80476)
H (0.60207, -0.34631, -5.04724)
H (-0.47493, -0.82831, -3.74424)
H (0.42507, -2.01531, -4.23524)
H (3.14407, -0.39231, -3.96824)
H (3.01607, -1.92831, -3.16124)
H (3.41607, 0.91069, -2.38424)
H (4.57607, -0.54231, -2.05324)
H (3.51607, -1.32931, -0.43024)
H (3.04607, 1.54569, -0.02224)
H (4.52807, 0.63069, 0.37976)
H (3.15607, 0.67169, 2.30676)
H (3.15907, -0.89831, 1.95776)
H (-0.16393, -0.60431, 2.76876)
H (0.47707, 0.92969, 3.34876)
H (1.27807, -0.61031, 3.63676)
C (-3.85593, -1.06031, -0.63724)
C (-3.23193, -1.09131, -1.94324)
O (-1.86993, -1.36531, -1.71324)
H (-4.92393, -0.81631, -0.65524)
H (-3.37193, -0.36831, 0.03276)
H (-3.85293, -2.00631, -0.10524)
H (-3.48893, -0.13131, -2.46124)
H (-3.72393, -1.86431, -2.51024)
H (-1.98093, -2.27131, -1.47924)
C (-1.64593, -2.62531, 1.42576)
C (-0.26493, -2.95131, 1.41676)
O (0.36407, -2.39431, 0.26076)
H (-2.29493, -3.23031, 2.04176)
H (-2.07593, -2.95631, 0.47776)
H (-1.94793, -1.61631, 1.64876)
H (-0.08293, -4.06631, 1.42076)
H (0.20107, -2.59131, 2.29076)
H (1.26707, -2.76831, 0.22676)

Summary:
**E_HOMO**: -5.7 eV

These are the Mulliken partial charges, in e, on atoms 1 to 6: Ba 1.658; C -0.817; C 0.311; C 0.467; O -0.654; C -0.973

---

[4]
# C16H29ClN5O9Rb

A structure of composition C16H29ClN5O9Rb (ωB97M-V/def2-TZVPD, the Open Molecules 2025 dataset).

CARTESIAN COORDINATES (ANGSTROEM)
Rb (1.09245, 0.79002, -0.71980)
O (-0.20823, -3.61234, -0.87185)
C (-0.59571, -3.25046, -2.18668)
C (-1.80166, -2.32286, -2.23340)
N (-1.44615, -0.90814, -2.24039)
C (-1.08201, -0.48592, -3.60202)
C (-0.30222, 0.84901, -3.59129)
O (-0.97058, 1.90367, -3.73555)
O (0.92796, 0.74981, -3.37674)
C (-2.56670, -0.11253, -1.73337)
C (-2.63319, -0.10990, -0.19544)
O (-3.62303, -0.63414, 0.35203)
O (-1.65114, 0.44435, 0.38249)
H (-0.22415, -2.83364, -0.28615)
H (-0.83913, -4.18780, -2.69385)
H (0.24096, -2.79301, -2.72516)
H (-2.41326, -2.52571, -1.35043)
H (-2.42940, -2.55810, -3.11370)
H (-1.98872, -0.40391, -4.22496)
H (-0.43232, -1.24803, -4.03096)
H (-3.52103, -0.48285, -2.13769)
H (-2.43400, 0.91378, -2.07696)
N (1.10725, 0.75652, 2.72035)
C (1.21131, 2.15435, 3.11951)
C (-0.06635, 2.91527, 2.78910)
N (-0.36708, 2.79940, 1.38494)
C (-1.22234, 3.83411, 0.84665)
C (-1.46793, 3.62996, -0.64535)
N (-0.26506, 3.80166, -1.45609)
H (0.52406, 0.20955, 3.34227)
H (2.02152, 0.32045, 2.64512)
H (2.03082, 2.59148, 2.54600)
H (1.43847, 2.29451, 4.18993)
H (0.07186, 3.97138, 3.04991)
H (-0.88677, 2.54621, 3.43386)
H (-0.81067, 1.89868, 1.20949)
H (-0.74872, 4.81137, 1.01430)
H (-2.21046, 3.87291, 1.34558)
H (-2.29330, 4.29190, -0.94802)
H (-1.82484, 2.60820, -0.78260)
H (-0.12760, 4.77488, -1.69738)
H (-0.35890, 3.28310, -2.33225)
O (4.25845, 0.25777, 2.08313)
Cl (4.15791, 0.42140, 0.65084)
O (5.46869, 0.34921, 0.06821)
O (3.54255, 1.69196, 0.34963)
O (3.30721, -0.60964, 0.10331)
C (-1.33192, -3.70683, 5.71792)
C (-0.94644, -3.27839, 4.32835)
C (-1.49189, -2.14580, 3.74201)
C (-1.13725, -1.79106, 2.44509)
N (-0.27394, -2.50832, 1.72154)
C (0.25088, -3.59599, 2.28042)
C (-0.04635, -4.01650, 3.56778)
H (-1.79310, -2.88428, 6.26586)
H (-0.46597, -4.05534, 6.28340)
H (-2.05251, -4.52809, 5.68184)
H (-2.20363, -1.53038, 4.28009)
H (-1.53549, -0.90434, 1.96023)
H (0.94280, -4.15917, 1.66112)
H (0.42448, -4.90929, 3.96478)

Summary:
**Energy above the lowest of the compared OMol25 structures with the same formula, charge and spin**: 0.268 eV
**E_HOMO**: -2.9 eV
**Net charge**: -2

These are the Mulliken partial charges, in e, on atoms 1 to 6: Rb 0.673; O -0.485; C -0.380; C -0.993; N 0.674; C -0.576

---

[5]
# C16H29IN2O4P

A structure of composition C16H29IN2O4P at a distorted geometry (ωB97M-V/def2-TZVPD, the Open Molecules 2025 dataset).

CARTESIAN COORDINATES (ANGSTROEM)
O (-5.90500, -6.20276, -4.69366)
P (-4.60101, -5.57027, -4.18827)
O (-4.75671, -3.87904, -3.89484)
O (-3.30307, -5.70879, -5.32745)
I (-2.55198, -3.84478, -5.75005)
O (-4.16913, -6.25884, -2.65416)
C (-3.31834, -5.25558, -2.02539)
C (-3.97431, -4.43983, -0.88681)
C (-3.07743, -3.33921, -0.21546)
C (-1.61292, -3.19272, -0.75879)
C (-1.20582, -4.14231, -1.91040)
N (-1.99310, -5.15805, -2.53212)
H (-5.70856, -3.62679, -3.92371)
H (-5.05889, -4.58188, -0.54013)
H (-3.44857, -2.66782, 0.63665)
H (-0.87522, -2.41985, -0.37145)
H (-0.12522, -4.02851, -2.29933)
C (-0.11892, 0.28114, 3.57655)
C (1.14958, 1.11842, 3.50240)
C (0.98624, 2.45429, 2.77006)
C (0.57306, 2.44535, 1.29690)
N (1.65460, 2.23479, 0.22153)
C (2.51970, 0.99522, 0.39944)
C (1.61125, -0.15277, 0.01662)
C (0.82378, 0.37418, -1.17086)
C (0.89860, 1.89493, -1.09983)
C (2.50120, 3.47886, -0.07439)
C (3.38061, 3.96655, 1.07235)
C (2.81838, 5.22261, 1.73368)
H (-0.47616, -0.01119, 2.58642)
H (0.07611, -0.63467, 4.14023)
H (-0.91835, 0.82480, 4.08583)
H (1.95611, 0.51701, 3.08115)
H (1.46031, 1.34257, 4.52940)
H (1.88774, 3.03813, 2.93823)
H (0.19842, 3.00273, 3.30198)
H (0.12304, 3.41192, 1.05155)
H (-0.19898, 1.68957, 1.13241)
H (3.35050, 1.06974, -0.30852)
H (2.92612, 0.95569, 1.40508)
H (0.93196, -0.40549, 0.83436)
H (2.16890, -1.05820, -0.22930)
H (-0.21050, 0.02244, -1.15294)
H (1.26061, 0.02802, -2.11125)
H (-0.07483, 2.38844, -1.08906)
H (1.48523, 2.28225, -1.93597)
H (1.81119, 4.25640, -0.41919)
H (3.14691, 3.20927, -0.91582)
H (4.35995, 4.23751, 0.66221)
H (3.58330, 3.18454, 1.80554)
H (2.88820, 6.07519, 1.05282)
H (3.38443, 5.46679, 2.63480)
H (1.76699, 5.11001, 2.01095)

Summary:
**E_HOMO**: -11.2 eV
**Net charge**: +1

These are the Mulliken partial charges, in e, on atoms 1 to 6: O -0.622; P 0.996; O -0.454; O -0.519; I 0.296; O -0.376